[1]
Molecular formula: C6H12O
Method: DFT, wB97M-V/def2-TZVPD

The geometry in XYZ format:
```
19
Properties=species:S:1:pos:R:3:forces:R:3:nbo_charge:R:1
C -1.7183 -0.8138 -0.3564 2.67 -0.20 0.71 -0.66
H -0.7793 1.2784 -1.9836 0.70 -0.34 -1.03 0.23
H -1.6234 -1.2919 -1.3456 0.97 0.76 -0.03 0.23
H 2.0859 -1.9943 1.2756 -1.14 -3.26 0.40 0.24
O 1.7716 -0.3827 -0.9781 2.70 -0.90 -2.77 -0.67
H 1.0406 -0.1035 -0.4827 -1.92 0.68 2.28 0.48
H -1.1340 -1.4532 0.3780 -1.53 0.25 -0.69 0.21
H 1.9209 -0.3904 1.4934 -0.05 0.62 -0.10 0.20
H -1.2872 2.5377 -0.9938 0.18 2.10 0.66 0.22
H -0.3398 1.9690 1.2115 0.30 -0.09 0.09 0.21
H -2.7654 -0.8038 -0.3336 -1.71 -0.18 1.17 0.23
C -0.5679 0.9266 1.0213 -0.38 1.17 -0.07 -0.45
C -1.4345 1.5340 -1.1904 -1.20 -0.99 -0.83 -0.65
C 2.8127 -0.9770 -0.4379 -1.22 0.22 0.51 0.30
C -1.2007 0.6172 -0.0892 -0.29 -2.01 -0.81 0.04
C 2.5740 -1.1369 1.0474 1.63 2.89 -0.58 -0.79
H -0.4524 0.2270 1.7962 0.30 -0.79 0.93 0.20
H 3.5385 -1.0954 1.5381 0.09 -0.25 0.29 0.23
H -2.4412 1.3529 -1.5702 -0.10 0.30 -0.12 0.21
```
Forces are in eV/Å.

Properties
Net charge: 0
Molecular weight, g mol⁻¹: 100.16
Kohn-Sham gap, Ha: 0.3363
F_max, eV/Å: 3.97

---

[2]
Molecular formula: C7H10INO2
Method: DFT, wB97M-V/def2-TZVPD

The geometry in XYZ format:
```
21
Properties=species:S:1:pos:R:3:forces:R:3:nbo_charge:R:1
C -0.2893 0.2009 0.1464 0.74 -1.37 -3.06 -0.64
H 2.2749 -1.3666 2.7542 1.10 -0.48 -1.30 0.21
C 2.0287 -0.9457 -1.0932 -4.14 1.07 -0.29 0.21
H 2.8600 -1.3417 -1.5607 2.01 -0.80 -0.31 0.21
I -5.2026 1.3423 0.5486 0.42 -0.08 -0.11 -0.95
C 0.9363 -0.2626 0.8384 0.06 0.62 0.43 0.70
C 0.9564 -0.6302 -1.9453 1.69 -0.82 -0.25 -0.39
H 1.6104 -0.5660 3.9139 -1.29 0.75 2.37 0.21
H -0.5281 1.2268 0.1884 0.45 1.90 0.40 0.33
C -0.1874 -0.1073 -1.3468 -0.60 0.24 -0.69 0.57
H -1.2695 -0.1065 0.4508 -0.42 -1.13 0.93 0.34
H 2.6135 0.4984 2.8704 0.87 -0.98 0.61 0.21
O 0.8908 0.0593 2.1274 -0.71 -1.42 -1.49 -0.42
H -2.6873 0.5004 -0.6394 -0.43 -1.53 2.52 0.24
N 1.9644 -0.8216 0.2419 0.21 0.47 1.78 -0.55
H 1.0784 -0.8703 -3.0487 -0.61 0.64 1.62 0.27
C -2.3416 0.7686 -1.5637 -1.86 4.52 -3.53 -0.36
O -1.1758 0.1494 -2.1564 -0.17 0.10 1.41 -0.39
H -3.2708 0.6780 -2.2425 1.90 -0.19 0.79 0.27
H -2.2232 1.9696 -1.4502 0.21 -2.73 -0.45 0.22
C 1.9620 -0.3750 2.9668 0.58 1.22 -1.37 -0.26
```
Forces are in eV/Å.

Properties
Net charge: 0
Molecular weight, g mol⁻¹: 267.07
Kohn-Sham gap, Ha: 0.1273
F_max, eV/Å: 6.03

---

Total energy for the records above, in order: -8460.0458; -21102.9641 eV